No. 1
Here is a structure of composition C12H15F5K4N2O20S4 from the Open Molecules 2025 dataset. Energies are from wB97M-V/def2-TZVPD.

Highest occupied orbital energy, Eh: -0.3743
DFT total energy, Eh: -6571.69352
Gap between HOMO and LUMO, eV: 3.47
Net charge: +2

The geometry in XYZ format:
```
62
Properties=species:S:1:pos:R:3:lowdin_charge:R:1
K -4.345 -17.943 -11.309 0.99
K -2.598 -24.248 -10.694 1.00
K -4.568 -26.229 0.019 0.99
K -7.367 -14.296 -2.598 1.00
N -3.741 -21.495 2.984 -0.27
S -2.582 -20.644 3.265 0.37
O -2.343 -20.459 4.706 -0.31
O -2.180 -19.620 2.315 -0.30
F -1.456 -21.804 3.102 -0.25
S -4.784 -20.154 2.972 0.59
O -4.954 -19.557 1.643 -0.32
O -4.923 -19.299 4.167 -0.28
F -6.093 -21.083 3.138 -0.23
N -4.605 -20.459 -6.400 -0.28
S -5.706 -20.739 -5.404 0.41
O -6.732 -19.769 -5.086 -0.30
O -5.373 -21.643 -4.275 -0.31
F -6.525 -21.735 -6.429 -0.26
S -3.704 -19.731 -5.136 0.55
O -2.803 -20.598 -4.428 -0.26
O -4.277 -18.531 -4.581 -0.28
F -2.663 -19.038 -6.172 -0.25
C -0.360 -13.321 1.824 -0.16
C 1.064 -13.141 2.278 -0.09
O 0.845 -13.096 3.710 0.06
C -0.383 -13.541 4.031 -0.55
O -0.813 -13.663 5.154 0.15
O -1.067 -13.841 2.905 0.06
H -0.538 -13.833 0.878 0.14
H -0.811 -12.332 1.747 0.13
H 1.485 -12.184 1.969 0.13
H 1.675 -14.000 2.003 0.13
C 3.165 -23.928 -4.229 -0.15
C 2.747 -24.443 -2.949 -0.12
O 1.767 -25.399 -3.316 0.11
C 1.559 -25.420 -4.613 -0.60
O 0.744 -26.089 -5.259 0.10
O 2.241 -24.461 -5.158 0.09
H 4.099 -24.375 -4.571 0.14
H 3.284 -22.846 -4.302 0.14
H 2.442 -23.515 -2.466 0.14
H 3.609 -24.853 -2.421 0.15
C 3.359 -14.857 -5.623 -0.11
C 3.166 -14.195 -6.911 -0.14
O 2.037 -13.426 -6.567 0.06
C 1.860 -13.269 -5.217 -0.65
O 1.178 -12.488 -4.598 0.15
O 2.591 -14.087 -4.689 0.13
H 4.390 -14.970 -5.287 0.14
H 2.896 -15.829 -5.452 0.14
H 3.000 -14.974 -7.656 0.14
H 4.123 -13.704 -7.093 0.14
C -10.830 -26.623 -14.024 -0.05
C -9.816 -27.155 -13.029 -0.27
O -10.223 -28.492 -12.788 0.16
C -11.468 -28.653 -13.168 -0.55
O -12.089 -29.709 -13.147 0.16
O -11.890 -27.497 -13.694 0.08
F -9.820 -26.436 -11.840 0.03
H -10.533 -26.823 -15.054 0.14
H -11.071 -25.561 -13.967 0.15
H -8.797 -27.003 -13.385 0.16
```



No. 2
Here is a structure of composition C12H15IN3OPZn from the Open Molecules 2025 dataset. Energies are from wB97M-V/def2-TZVPD.

Highest occupied orbital energy, Eh: -0.5100
DFT total energy, Eh: -3123.28254
Gap between HOMO and LUMO, eV: 1.89
Relative energy (zero: lowest compared OMol25 entry of this formula, charge and spin), eV: 0.000
Net charge: +2

The geometry in XYZ format:
```
34
Properties=species:S:1:pos:R:3:lowdin_charge:R:1
N 1.365 2.574 -3.112 0.18
C 0.528 2.554 -2.336 -0.25
C -0.594 2.267 -1.325 -0.15
C -1.459 0.989 -1.659 -0.57
C -2.257 0.623 -0.367 -0.23
N -2.925 0.351 0.522 0.19
C -0.635 -0.281 -2.130 -0.18
C 0.690 -0.559 -1.317 -0.16
C 0.485 -1.456 -0.022 -0.18
C 1.723 -1.215 0.937 -0.19
N 1.277 -0.728 2.256 -0.10
C 0.321 -1.226 3.084 0.05
C 0.305 -0.358 4.343 0.11
C 1.313 0.718 4.178 0.03
C 1.858 0.422 2.851 0.06
P -2.801 1.323 -2.999 0.61
O -3.362 -0.213 -3.444 -0.35
I -1.791 2.202 -5.030 0.66
H -0.169 2.111 -0.291 0.13
H -1.265 3.171 -1.252 0.14
H -0.453 -0.248 -3.239 0.11
H -1.306 -1.176 -1.962 0.13
H 1.263 0.356 -1.020 0.10
H 1.378 -1.142 -2.000 0.14
H -0.495 -1.303 0.499 0.11
H 0.538 -2.533 -0.367 0.04
H 2.333 -2.199 1.077 -0.06
H 2.457 -0.455 0.563 0.14
H -0.317 -2.112 2.856 0.15
H -0.327 -0.481 5.255 0.14
H 1.591 1.531 4.887 0.14
H 2.673 1.084 2.468 0.16
H -4.023 -0.424 -2.747 0.07
Zn 2.080 -4.167 0.842 0.86
```



No. 3
Here is a structure of composition C12H15INO2S4SbSe2Zr from the Open Molecules 2025 dataset. Energies are from wB97M-V/def2-TZVPD.

Highest occupied orbital energy, Eh: -0.2940
DFT total energy, Eh: -7652.24982
Gap between HOMO and LUMO, eV: 7.00
Net charge: 0

The geometry in XYZ format:
```
39
Properties=species:S:1:pos:R:3:lowdin_charge:R:1
Zr 0.241 0.299 1.635 0.80
S 1.582 4.038 3.644 -0.16
Sb 0.836 2.009 4.273 -0.06
S 2.245 0.425 3.057 -0.03
S -1.287 1.527 3.092 0.00
S 0.525 1.188 6.354 -0.14
C 2.650 0.455 -1.901 -0.37
Se 2.826 0.760 0.016 0.88
C 2.802 2.707 -0.069 -0.53
C 1.494 3.242 -0.620 -0.50
Se 0.053 2.871 0.653 0.82
C -1.364 2.484 -0.637 -0.34
H 3.341 1.109 -2.429 0.03
H 1.629 0.619 -2.234 0.01
H 2.924 -0.582 -2.083 0.03
H 3.641 2.997 -0.701 0.07
H 2.987 3.058 0.949 0.04
H 1.243 2.800 -1.582 0.06
H 1.538 4.325 -0.732 0.08
H -1.055 1.700 -1.323 0.02
H -1.589 3.403 -1.173 0.03
H -2.237 2.174 -0.066 0.03
I -3.106 -5.614 -3.948 0.90
C -2.402 -4.129 -2.669 -0.73
C -2.890 -4.059 -1.370 -0.13
C -2.421 -3.070 -0.523 0.01
C -1.464 -2.167 -0.975 -0.13
C -0.978 -2.247 -2.277 0.00
C -1.451 -3.228 -3.131 -0.14
C -0.958 -1.126 -0.068 -0.56
O 0.043 -0.395 -0.396 -0.23
O -1.461 -0.925 1.073 -0.15
H -3.629 -4.768 -1.025 0.10
H -2.790 -2.989 0.491 0.13
H -0.230 -1.541 -2.612 0.12
H -1.083 -3.293 -4.145 0.10
N -0.161 -1.465 4.540 0.11
C 0.043 -1.437 3.404 -0.18
H -0.088 -1.154 5.509 0.02
```



No. 4
Here is a cluster of 3 separate species, C12H15N2O9 in total from the Open Molecules 2025 dataset. Energies are from wB97M-V/def2-TZVPD.

Highest occupied orbital energy, Eh: -0.1307
DFT total energy, Eh: -1252.80191
Gap between HOMO and LUMO, eV: 5.72
Net charge: -1

The geometry in XYZ format:
```
38
Properties=species:S:1:pos:R:3:lowdin_charge:R:1
C 0.764 0.551 2.187 -0.03
C 0.321 0.695 0.876 -0.15
C -1.012 1.384 0.409 -0.17
N -2.237 0.559 0.446 -0.19
C -2.185 -0.630 1.298 -0.13
C -3.550 -1.463 1.346 -0.70
O -4.318 -1.540 0.372 -0.08
O -3.807 -2.112 2.451 -0.17
N -3.439 1.294 0.516 0.11
C -3.655 1.820 1.626 -0.28
O -3.645 2.518 2.556 0.16
H 1.710 1.008 2.563 0.04
H 0.152 -0.098 2.872 0.05
H 0.974 0.264 0.065 0.10
H -0.842 1.676 -0.684 0.10
H -1.069 2.368 0.963 0.12
H -1.418 -1.410 0.970 0.12
H -1.987 -0.358 2.384 0.11
C 3.568 3.066 -0.830 -0.13
C 3.307 4.455 -1.344 -0.14
O 1.984 4.358 -1.859 0.06
C 1.373 3.320 -1.217 -0.52
O 0.212 3.076 -1.293 0.15
O 2.268 2.606 -0.482 0.05
H 4.227 3.058 0.038 0.13
H 3.983 2.406 -1.596 0.13
H 3.324 5.206 -0.550 0.13
H 4.007 4.750 -2.125 0.13
C 0.562 -5.136 -1.329 -0.14
C -0.727 -4.594 -0.777 -0.12
O -0.461 -3.202 -0.657 0.07
C 0.529 -2.903 -1.534 -0.55
O 0.874 -1.797 -1.808 0.16
O 1.079 -4.033 -2.064 0.05
H 0.410 -5.998 -1.979 0.13
H 1.274 -5.404 -0.545 0.13
H -1.569 -4.736 -1.458 0.14
H -0.981 -5.025 0.191 0.14
```



No. 5
Here is an isolated molecule of C12H15N3O3S from the Open Molecules 2025 dataset. Energies are from wB97M-V/def2-TZVPD.

Highest occupied orbital energy, Eh: -0.3184
DFT total energy, Eh: -1254.52834
Gap between HOMO and LUMO, eV: 9.04
Relative energy (zero: lowest compared OMol25 entry of this formula, charge and spin), eV: 0.057
Net charge: 0

The geometry in XYZ format:
```
34
Properties=species:S:1:pos:R:3:lowdin_charge:R:1
N 0.060 3.150 -1.000 0.18
C -0.524 2.031 -0.532 -0.54
O -0.275 1.600 0.578 0.04
C -1.486 1.355 -1.495 -0.09
C -2.595 0.601 -0.753 -0.13
H -2.787 1.089 0.204 0.13
H -3.520 0.642 -1.329 0.13
C -2.298 -0.873 -0.474 -0.24
N -0.981 -1.035 0.105 0.08
C -0.252 -2.151 0.020 -0.79
N 1.016 -2.140 0.499 0.05
C 1.869 -1.035 0.663 -0.24
C 2.697 -0.970 1.778 -0.02
C 3.569 0.092 1.928 -0.08
C 3.629 1.088 0.968 -0.09
C 2.822 1.010 -0.154 -0.09
C 1.946 -0.047 -0.311 -0.04
H 1.337 -0.126 -1.199 0.12
H 2.883 1.770 -0.920 0.10
H 4.311 1.916 1.089 0.10
H 4.203 0.143 2.800 0.10
H 2.649 -1.751 2.523 0.12
H 1.418 -3.055 0.650 0.13
S -0.837 -3.589 -0.609 0.71
H -0.595 -0.200 0.555 0.12
C -3.400 -1.418 0.484 -0.51
O -4.216 -0.697 0.985 0.11
O -3.374 -2.717 0.694 0.08
H -2.626 -3.176 0.216 -0.04
H -2.340 -1.469 -1.398 0.14
H -0.913 0.666 -2.122 0.13
H -1.924 2.110 -2.148 0.11
H -0.162 3.543 -1.896 0.11
H 0.699 3.645 -0.398 0.12
```



No. 6
Here is an isolated molecule of C12H15NS from the Open Molecules 2025 dataset. Energies are from wB97M-V/def2-TZVPD.

Highest occupied orbital energy, Eh: -0.2734
DFT total energy, Eh: -919.14629
Gap between HOMO and LUMO, eV: 8.23
Relative energy (zero: lowest compared OMol25 entry of this formula, charge and spin), eV: 1.415
Net charge: 0

The geometry in XYZ format:
```
29
Properties=species:S:1:pos:R:3:lowdin_charge:R:1
C -3.082 0.530 0.584 -0.10
C -3.020 -0.854 0.356 -0.11
C -1.869 1.224 0.531 -0.05
C -1.877 -1.587 0.147 -0.03
C -0.743 0.507 0.226 -0.13
C -0.728 -0.897 0.043 -0.21
C 1.400 1.862 0.622 -0.20
C 2.049 0.922 1.627 -0.49
C 1.467 -0.451 -0.383 -0.57
C 0.611 0.963 -0.236 -0.43
C 0.439 1.316 -1.677 -0.02
C 0.815 -2.731 -0.628 -0.03
N 0.499 -1.383 -0.260 -0.17
S 2.754 -0.533 0.838 0.94
H -4.042 1.159 0.895 0.14
H -4.002 -1.340 0.482 0.11
H -1.811 2.306 0.519 0.11
H -1.926 -2.642 -0.172 0.12
H 0.819 2.629 1.117 0.12
H 2.145 2.457 0.006 0.14
H 2.848 1.348 2.267 0.07
H 1.245 0.820 2.494 0.13
H 1.999 -0.587 -1.399 0.13
H 0.274 2.397 -1.674 0.10
H -0.427 0.785 -1.981 0.09
H 1.307 1.005 -2.337 0.11
H 0.856 -2.914 -1.697 0.09
H 1.819 -2.868 -0.176 0.08
H 0.181 -3.443 -0.132 0.08
```